90
Properties=species:S:1:pos:R:3:mulliken_spin:R:1 method="wB97M-V/def2-TZVPD" spin_multiplicity=2 gap_ev="6.45 / 7.65" lumo_ev="-6.900 / -5.807" total_energy_ev=-121858.4152 total_charge=+2 s_squared=0.88 e_above_lowest_kj_mol=0.0
H 1.560 -1.595 -1.313 0.012
C -2.829 1.821 -2.585 -0.003
C -4.021 2.626 0.568 -0.003
C 1.458 1.561 2.362 0.004
C -4.295 1.778 -3.026 0.000
C 0.758 0.931 -2.012 -0.061
P -2.423 0.955 -1.006 0.040
H 0.313 -2.810 6.172 -0.002
H 1.668 -2.999 -0.255 -0.001
H -1.929 -3.191 3.925 -0.001
C 3.121 3.871 -2.402 0.010
C -5.038 0.382 -0.027 -0.002
H -4.919 2.408 -2.394 0.000
C 3.941 -2.586 1.003 0.000
C -1.285 -2.045 2.248 -0.033
C -3.032 -1.517 -2.299 0.007
H 5.258 3.806 -2.590 -0.001
H 3.411 2.509 2.458 0.000
C -1.355 -1.498 -0.563 -0.029
H -3.110 3.198 0.748 0.000
C 0.385 -3.511 5.338 0.001
H 4.486 -3.220 0.304 0.000
H 0.906 0.937 3.082 -0.001
C -2.328 3.269 -2.524 -0.006
H 4.560 1.216 0.762 0.000
H 4.661 -2.179 1.709 0.000
H -5.662 0.387 0.869 0.000
H 3.278 0.023 -2.323 -0.001
H -4.324 -4.386 -3.007 -0.002
H -4.563 3.099 -0.249 0.000
H -5.610 0.853 -0.825 0.000
C 0.173 -2.798 4.035 -0.016
H -1.245 3.319 -2.398 0.009
H 1.370 -3.975 5.380 0.000
Cl 0.729 3.857 3.627 0.000
C 2.880 1.666 2.901 0.000
C -0.237 -1.414 1.585 0.057
H -2.575 3.783 -3.453 0.000
H -4.646 2.704 1.458 0.000
H 5.354 1.335 -2.539 0.000
H -4.720 0.777 -3.030 0.000
C -1.084 -2.716 3.443 0.010
H 3.874 -0.868 -0.335 0.004
H 3.068 4.950 -2.471 0.000
P 2.334 -0.497 1.426 0.015
N 1.507 0.886 1.054 -0.030
C 3.175 -1.521 0.190 -0.010
C -2.887 -2.886 -2.473 -0.014
N -0.507 -0.759 0.328 -0.290
H -2.275 -2.023 1.809 0.000
C -1.215 -2.878 -0.715 -0.034
H -3.284 0.690 1.149 0.004
H -4.852 -0.657 -0.298 0.000
H -0.065 1.254 -2.660 -0.025
H -2.231 1.272 -3.321 0.001
C -1.970 -3.551 -1.653 0.013
H -0.366 -4.283 5.492 0.000
H -3.749 -0.990 -2.915 -0.001
V -0.003 0.978 -0.155 1.421
H -0.512 -3.423 -0.101 0.000
H 2.865 1.800 3.980 0.000
H 2.213 -2.185 3.831 -0.001
H 3.849 -0.261 3.370 0.000
H -2.794 3.823 -1.708 0.001
H 0.921 -0.131 -2.209 -0.007
Cl 0.836 3.665 0.725 -0.002
H 5.413 -0.209 1.385 0.000
H 3.246 -3.229 1.547 -0.001
C 4.832 0.664 1.665 -0.001
Cl -1.115 2.147 2.152 -0.005
H 5.478 1.308 2.262 0.000
H -3.035 -4.173 -4.181 -0.001
C 3.238 1.106 -2.296 -0.025
C 4.404 1.843 -2.434 0.009
C -2.291 -0.819 -1.347 -0.006
C 4.350 3.230 -2.472 -0.017
C 1.999 1.738 -2.189 0.013
C 1.957 3.130 -2.267 -0.010
H -4.329 -2.977 -4.070 0.000
C -3.749 1.149 0.267 0.003
C 2.250 -2.245 -0.786 -0.002
C 1.036 -1.470 2.191 -0.006
C 1.224 -2.157 3.385 -0.005
C 0.573 2.801 2.258 0.023
H -4.363 2.170 -4.042 -0.001
C 3.582 0.337 2.500 -0.001
H 2.861 -2.766 -1.524 0.000
H 1.002 3.646 -2.249 -0.007
H -1.843 -4.622 -1.763 0.000
C -3.691 -3.641 -3.491 0.002

***

90
Properties=species:S:1:pos:R:3:mulliken_spin:R:1 method="wB97M-V/def2-TZVPD" spin_multiplicity=2 gap_ev="4.83 / 5.07" lumo_ev="-8.213 / -8.014" total_energy_ev=-73112.5575 total_charge=+2 s_squared=0.77 e_above_lowest_kj_mol=366.2
H -1.143 3.471 1.489 0.004
C -0.049 -3.234 2.833 -0.003
H -4.569 3.001 2.796 0.000
C 1.944 3.166 2.838 0.003
C -5.255 -1.122 -2.583 -0.001
Ir 0.433 -1.237 -0.056 0.681
H -5.440 -1.698 -4.635 0.000
H 3.261 0.030 -2.913 0.001
C -4.782 -1.627 -3.781 0.000
O -0.172 -1.869 2.445 0.008
H 0.300 -3.559 -2.582 0.001
H 3.828 -0.757 -0.569 -0.004
H -0.174 0.002 3.187 0.000
C -0.333 3.561 2.198 0.006
H -1.193 -4.002 1.158 -0.001
C -0.215 3.610 -3.371 -0.002
H 2.934 -1.109 -4.226 -0.002
H 0.665 0.847 -3.480 0.000
C -3.464 -2.037 -3.880 0.000
C -3.651 2.374 0.969 0.001
C 0.913 3.001 1.914 0.050
H 0.927 -3.410 3.300 0.000
C 2.028 -4.317 0.831 -0.006
C -0.116 2.926 -2.173 0.006
H -6.290 -0.832 -2.482 0.000
C -2.967 1.361 0.318 0.007
C -3.028 0.037 2.317 0.000
C 1.928 4.089 -1.683 0.003
C 0.374 -0.930 3.356 0.001
C -2.618 -1.924 -2.787 -0.009
C -2.687 0.174 0.980 -0.012
H 2.281 -0.067 3.897 0.000
H -2.695 -2.481 0.762 -0.007
C 0.766 4.519 -3.736 0.007
H 1.870 -3.492 -3.379 0.000
P 1.250 -1.301 -2.494 0.037
C -4.032 2.214 2.291 -0.002
H -0.827 -3.479 3.568 0.000
H 4.067 -0.124 2.348 -0.001
H -0.096 -5.185 1.899 0.000
H -4.784 -0.571 -0.578 0.000
C -4.404 -0.984 -1.499 0.000
H 4.744 -1.626 0.693 0.001
C -0.206 -4.135 1.601 0.002
C 0.931 -2.960 -3.236 -0.003
H 0.222 -1.261 4.390 -0.001
C -3.081 -1.391 -1.596 -0.001
H 2.251 -4.258 1.903 -0.001
H 2.764 4.281 -1.026 -0.001
C 3.024 -3.438 0.087 0.003
H -1.055 3.429 -4.024 0.000
C 0.484 4.376 4.304 0.001
Si -2.015 -1.370 0.028 -0.017
H 2.536 3.952 4.735 0.000
C 1.728 3.834 4.029 0.000
O 2.064 -0.113 1.837 0.001
H -4.015 0.914 3.994 0.000
H -3.897 3.280 0.438 0.000
H 0.697 5.038 -4.679 0.000
C 0.963 3.148 -1.317 0.042
C 3.433 -0.057 1.461 0.012
H -0.881 2.214 -1.898 0.008
H 2.099 -5.364 0.515 0.001
H 2.376 -1.684 3.141 0.000
H 2.597 5.475 -3.160 0.000
H 2.882 -3.524 -0.997 0.002
H 0.446 -2.858 -4.206 -0.002
H 2.928 2.778 2.620 0.001
H -1.603 -2.280 -2.857 0.003
C 3.779 -1.171 0.446 0.010
C 0.318 -0.177 -3.605 0.002
H -1.499 4.707 3.577 0.000
H -2.698 1.482 -0.721 0.000
O 0.720 -3.813 0.577 0.027
H 0.320 4.903 5.231 0.000
H -2.786 -0.872 2.843 0.000
H 3.667 -1.687 -2.725 0.001
H 0.354 0.770 0.052 0.054
C 1.832 4.765 -2.884 -0.002
H -0.745 -0.209 -3.383 0.000
C 2.947 -0.986 -3.142 -0.005
C 1.866 -0.714 3.112 0.000
O 2.744 -2.127 0.531 0.012
H 0.483 -0.485 -4.637 -0.001
C -3.716 1.048 2.967 0.000
H 3.595 0.918 0.994 -0.005
H -3.093 -2.447 -4.806 0.000
H 4.050 -3.728 0.343 -0.001
Si 1.195 2.145 0.259 0.085
C -0.540 4.250 3.380 0.001

***

120
Properties=species:S:1:pos:R:3:mulliken_charge:R:1 method="wB97M-V/def2-TZVPD" spin_multiplicity=1 gap_ev=9.09 smiles="C=CC[C@@H](ON=O)O[C@@](CC(=O)Br)([C@@H](O[C@](C)(O)CCCCS(=O)(=O)O)c1cccnc1)P(O)(O)=S.CCOC(=O)C(F)(F)F.CCOC(=O)C(F)(F)F.CCOC(=O)C(F)(F)F.CCOC(=O)C(F)(F)F" lumo_ev=-0.004 total_energy_ev=-212567.1367
H 2.192 -7.819 5.711 0.509
S 0.734 -6.008 6.074 1.093
N -0.662 -0.101 0.852 -0.343
H -3.562 4.277 -2.697 0.295
H -0.086 4.235 -6.486 0.286
C 1.746 -0.436 -5.606 -0.007
C -0.005 2.248 -3.763 1.100
C -0.023 0.728 0.016 -1.133
H -0.449 -1.358 2.470 0.980
H -1.558 5.767 -2.443 0.358
N -0.915 -2.302 5.903 0.533
H -2.861 -0.156 2.714 0.308
C -3.662 5.100 -8.180 0.313
F -5.609 9.267 -1.733 -0.237
H 2.492 -6.464 3.723 0.305
H -1.133 1.505 3.247 0.367
O 2.874 1.515 6.196 -0.452
H 3.243 -1.054 3.000 1.358
F -3.992 4.711 -10.504 -0.249
O 0.276 -4.054 -2.782 -0.524
C -5.381 8.000 -1.407 0.930
C 2.973 -3.085 1.147 -1.722
O -4.684 7.659 -3.691 -0.521
C -1.660 0.954 4.010 -0.047
H -2.109 6.733 -3.806 0.369
H -1.946 5.920 -6.536 0.178
H -1.016 -6.812 6.806 0.418
F -0.846 -5.235 -5.523 -0.273
O -4.024 4.739 -7.100 -0.501
H -2.736 -1.907 -1.704 0.310
H 3.612 -0.664 -6.642 0.408
C -4.594 5.176 -9.404 0.915
C 2.539 -1.597 5.551 -0.150
Br 1.697 -1.448 8.428 -0.142
C -2.727 0.216 3.719 -0.863
H -1.639 5.049 -4.058 -0.127
F 0.691 -3.716 -5.422 -0.250
O 3.989 -0.778 7.200 -0.501
C 1.871 -0.561 4.597 1.516
F -4.627 7.980 -0.303 -0.248
C -2.221 -3.996 -1.748 -0.360
O -4.186 6.117 -2.124 -0.347
F -1.382 -3.138 -5.609 -0.252
H 4.743 0.912 4.676 0.343
H 3.917 -4.419 5.461 0.609
S 1.612 2.539 3.804 -0.423
C 3.190 -4.647 4.682 0.725
H -1.609 3.456 -6.913 0.306
H 1.745 -1.446 -5.206 0.120
C 2.490 -3.475 2.540 1.014
H -2.380 -2.603 -0.115 0.357
H 2.213 -4.241 4.905 -0.944
O 0.129 -5.640 4.828 -0.561
C 2.083 0.426 1.170 -0.259
C -1.171 1.094 5.414 -1.468
H 4.415 -3.226 3.548 0.327
H -1.564 -4.704 -1.246 0.329
C -3.548 5.283 -3.113 -0.190
H -0.604 1.158 -0.784 0.587
C -4.698 7.254 -2.568 0.336
O -1.811 -2.930 6.292 -0.525
C 2.169 -1.143 3.147 -2.281
H -0.429 3.811 -8.167 0.385
F -1.167 1.670 -3.429 -0.277
H -1.073 -2.240 -1.245 0.219
C 1.324 0.999 0.157 -0.811
C -1.483 5.544 -7.448 -0.238
H 3.827 -2.407 1.225 0.332
C 2.920 -1.191 6.957 -0.025
O 4.078 1.026 3.979 -0.553
F -0.259 3.523 -4.058 -0.290
O 1.713 -2.486 3.195 0.474
H 0.540 0.424 6.518 0.370
P 2.618 1.142 4.663 0.798
O -0.952 -1.005 6.479 -0.319
C 1.422 -0.436 2.046 0.188
H 2.917 -6.562 6.722 0.389
H 0.726 -4.263 2.559 0.341
H 3.485 -1.883 5.106 0.559
F -6.554 7.421 -1.119 -0.254
O 1.622 -4.576 2.392 -0.625
C 3.155 0.013 -5.922 -1.244
H 2.212 -2.563 0.576 0.236
H -0.729 6.266 -7.754 0.349
H -3.239 -4.367 -1.653 0.340
C 3.045 -6.155 4.604 -0.886
C -0.551 -4.021 -5.046 0.938
F -4.948 6.447 -9.629 -0.258
H 4.000 -6.676 4.550 0.503
O -1.944 -3.980 -3.167 -0.314
H -4.137 5.269 -4.029 0.347
H 3.763 0.026 -5.016 0.319
H 1.112 -0.429 -6.492 0.377
H 1.863 -2.441 5.608 -0.234
H -2.010 0.985 6.099 0.559
H -3.454 -0.008 4.486 0.303
C 2.331 -6.748 5.827 -0.986
O -2.455 5.523 -8.514 -0.316
O 1.158 0.387 -4.574 -0.292
C -2.128 5.732 -3.372 -0.627
F 0.780 2.220 -2.681 -0.201
H 3.137 0.635 1.273 0.473
C -0.863 4.180 -7.238 -0.918
H 3.320 -3.975 0.641 0.544
H 4.138 -4.759 2.755 0.640
F -5.696 4.464 -9.199 -0.238
C 0.062 -0.665 1.818 -0.902
C -2.096 -2.607 -1.166 -0.887
C 3.666 -3.995 3.370 -1.593
O 0.900 -4.921 6.996 -0.576
O 0.473 -0.595 4.705 0.518
O -0.119 -7.175 6.720 -0.480
C 0.629 1.530 -4.965 0.162
H -0.724 2.062 5.624 0.344
C -0.161 0.000 5.801 0.244
C -0.670 -4.011 -3.511 0.368
O 0.575 1.974 -6.074 -0.557
H 1.801 1.682 -0.530 0.586
H 3.163 1.020 -6.340 0.317
H 3.413 2.313 6.269 0.378